1.
The following is a DFT calculation (ωB97M-V with the def2-TZVPD basis set) of a single C4H9F2N molecule in a non-equilibrium geometry.

Its energy above the lowest of the compared OMol25 structures with the same formula, charge and spin is 13.71 kcal/mol. The LUMO energy comes out at 0.99 eV. As for the molecular weight: 109.12 g mol⁻¹. The frontier orbital gap comes out at 10.44 eV. The calculation puts the largest force on an atom at 3.4 eV/A.

Positions of all 16 atoms, in Å:
N1 0.630 1.494 -0.718
C1 0.682 0.567 0.398
C2 1.664 -0.475 -0.099
F1 1.186 -0.919 -1.265
C3 -0.720 -0.168 0.833
C4 -1.646 -0.696 -0.195
F2 -2.217 0.286 -0.998
H1 0.071 0.984 -1.452
H2 0.094 2.307 -0.479
H3 1.079 1.041 1.276
H4 1.900 -1.239 0.665
H5 2.633 0.050 -0.312
H6 -1.219 0.542 1.490
H7 -0.554 -1.143 1.358
H8 -1.098 -1.421 -0.842
H9 -2.485 -1.211 0.338


2.
The following is a DFT calculation (ωB97M-V with the def2-TZVPD basis set) of a molecular structure, C5H7N3O in a non-equilibrium geometry.

Its energy above the lowest of the compared OMol25 structures with the same formula, charge and spin is 151.07 kcal/mol. The LUMO energy comes out at -0.04 eV. As for the molecular weight: 125.13 g mol⁻¹. The frontier orbital gap comes out at 8.00 eV. The calculation puts the largest force on an atom at 7.4 eV/A.

Positions of all 16 atoms, in Å:
C1 -0.337 -2.793 -0.208
C2 0.032 -0.565 -0.338
C3 -0.347 1.515 1.441
C4 0.532 1.874 -0.820
C5 0.092 0.627 -1.295
H1 -1.289 -2.539 0.591
H2 -0.471 -3.533 -1.103
H3 0.716 -3.080 0.239
H4 -0.884 2.001 2.330
H5 1.124 3.178 1.019
H6 0.888 2.654 -1.450
H7 -0.070 0.564 -2.513
N1 0.023 -0.705 0.887
N2 -0.501 0.278 1.723
N3 0.319 2.218 0.534
O1 0.174 -1.694 -1.036


3.
The following is a DFT calculation (ωB97M-V with the def2-TZVPD basis set) of a molecular structure, C38H46HfINO3PSi in a non-equilibrium geometry.

Its total charge is +1. The LUMO energy comes out at -2.42 eV. As for the molecular weight: 929.24 g mol⁻¹. The frontier orbital gap comes out at 6.90 eV. The calculation puts the largest force on an atom at 2.5 eV/A.

Positions of all 92 atoms, in Å:
Hf1 -0.496 1.467 -0.623
C1 -1.292 -0.128 2.530
O1 -0.176 0.281 1.731
C2 0.908 0.701 2.544
C3 2.103 0.961 1.664
O2 1.661 1.539 0.437
C4 2.461 2.592 -0.134
C5 1.800 3.899 0.166
O3 0.499 3.842 -0.399
C6 -0.173 5.103 -0.383
H1 -0.978 -0.908 3.228
H2 -1.696 0.719 3.085
H3 -2.050 -0.522 1.861
H4 0.616 1.595 3.104
H5 1.162 -0.089 3.253
H6 2.786 1.638 2.176
H7 2.622 0.033 1.440
H8 3.479 2.561 0.252
H9 2.459 2.418 -1.208
H10 1.721 4.069 1.247
H11 2.374 4.717 -0.274
H12 0.366 5.813 -1.012
H13 -1.172 4.947 -0.779
H14 -0.242 5.485 0.638
I1 -1.833 -1.307 -1.007
C7 -1.911 -3.300 -0.236
C8 -3.207 -3.683 -0.091
C9 -3.525 -5.018 0.218
C10 -2.522 -5.924 0.321
C11 -1.163 -5.545 0.179
C12 -0.184 -6.560 0.253
C13 1.134 -6.270 0.105
C14 1.523 -4.931 -0.048
C15 0.630 -3.884 -0.099
P1 1.434 -2.196 -0.119
C16 2.371 -2.236 -1.692
C17 1.984 -3.044 -2.761
C18 2.611 -2.929 -3.996
C19 3.638 -2.013 -4.180
C20 4.023 -1.193 -3.127
C21 3.380 -1.291 -1.902
C22 2.688 -2.447 1.210
C23 2.151 -2.512 2.502
C24 2.973 -2.608 3.615
C25 4.356 -2.618 3.455
C26 4.898 -2.564 2.180
C27 4.071 -2.479 1.062
C28 -0.783 -4.174 -0.054
H15 -4.003 -2.964 -0.246
H16 -4.561 -5.308 0.336
H17 -2.744 -6.971 0.502
H18 -0.515 -7.581 0.420
H19 1.884 -7.051 0.129
H20 2.582 -4.716 -0.113
H21 1.184 -3.765 -2.636
H22 2.297 -3.562 -4.818
H23 4.124 -1.926 -5.145
H24 4.819 -0.469 -3.265
H25 3.655 -0.607 -1.103
H26 1.069 -2.516 2.627
H27 2.540 -2.682 4.605
H28 5.006 -2.680 4.320
H29 5.974 -2.596 2.049
H30 4.514 -2.473 0.073
C29 -3.790 1.284 -2.743
Si1 -3.181 2.864 -1.967
C30 -4.585 4.092 -1.904
C31 -1.908 3.672 -3.099
N1 -2.334 2.445 -0.473
C32 -2.511 3.052 0.801
C33 -1.450 3.064 1.723
C34 -1.549 3.682 2.960
C35 -2.732 4.298 3.338
C36 -3.806 4.270 2.457
C37 -3.704 3.657 1.216
H31 -4.477 1.520 -3.568
H32 -4.330 0.656 -2.028
H33 -2.963 0.700 -3.163
H34 -4.772 4.420 -2.932
H35 -4.337 4.979 -1.311
H36 -5.518 3.668 -1.514
H37 -2.067 3.359 -4.138
H38 -0.873 3.427 -2.843
H39 -2.012 4.763 -3.072
H40 -0.508 2.607 1.438
H41 -0.696 3.690 3.631
H42 -2.815 4.791 4.299
H43 -4.745 4.733 2.740
H44 -4.561 3.642 0.555
C38 0.347 1.091 -2.475
H45 -0.237 1.322 -3.373
H46 0.810 0.108 -2.624


4.
The following is a DFT calculation (ωB97M-V with the def2-TZVPD basis set) of a single C5H8N2 molecule in a non-equilibrium geometry.

Its energy above the lowest of the compared OMol25 structures with the same formula, charge and spin is 57.62 kcal/mol. The LUMO energy comes out at 0.97 eV. As for the molecular weight: 96.13 g mol⁻¹. The frontier orbital gap comes out at 10.15 eV. The calculation puts the largest force on an atom at 2.4 eV/A.

Positions of all 15 atoms, in Å:
C1 1.355 -0.477 -0.734
C2 0.677 0.366 0.505
C3 -0.229 1.411 -0.198
N1 -1.353 0.752 0.422
C4 -0.623 -0.378 0.935
C5 -0.945 -1.658 0.292
N2 -1.246 -2.655 -0.206
H1 0.829 -0.696 -1.732
H2 2.218 0.103 -1.006
H3 1.694 -1.454 -0.398
H4 1.138 0.816 1.462
H5 -0.235 1.344 -1.293
H6 -0.237 2.479 0.016
H7 -2.220 0.632 -0.062
H8 -0.859 -0.552 1.980


5.
The following is a DFT calculation (ωB97M-V with the def2-TZVPD basis set) of a molecular structure, C8H19N3PdS2 in a non-equilibrium geometry.

Its total charge is +2. The LUMO energy (alpha / beta) comes out at -6.25 / -11.02 eV. As for the molecular weight: 327.81 g mol⁻¹. The frontier orbital gap (alpha / beta) comes out at 8.81 / 5.87 eV. Its multiplicity is 5. The calculation puts the largest force on an atom at 3.4 eV/A.

Positions of all 33 atoms, in Å:
Pd1 -3.844 9.970 7.608
N1 -4.674 11.922 7.188
C1 -3.791 13.049 7.620
C2 -2.328 12.655 7.609
N2 -2.106 11.308 8.178
C3 -2.035 11.385 9.667
C4 -3.342 11.215 10.386
N3 -4.208 10.159 9.747
H1 -5.612 12.055 7.541
H2 -4.776 11.939 6.169
H3 -3.877 13.951 6.958
H4 -4.124 13.443 8.588
H5 -1.915 12.609 6.593
H6 -1.835 13.420 8.193
H7 -1.359 10.779 7.760
H8 -1.354 10.609 10.028
H9 -1.665 12.386 9.931
H10 -3.044 10.908 11.392
H11 -3.938 12.135 10.480
H12 -3.966 9.242 10.173
H13 -5.199 10.317 9.981
C5 -0.413 7.216 6.718
C6 -1.757 7.983 6.759
S1 -2.896 7.789 7.972
C7 -1.957 8.814 5.607
C8 -0.797 8.801 4.591
S2 -3.381 9.719 5.295
H14 -0.221 6.701 7.665
H15 0.414 7.913 6.601
H16 -0.381 6.419 5.929
H17 -0.880 7.970 3.863
H18 0.178 8.737 5.092
H19 -0.880 9.745 4.007


6.
The following is a DFT calculation (ωB97M-V with the def2-TZVPD basis set) of a molecular structure, C28H27IrN5O2S2 in a non-equilibrium geometry.

Its total charge is +1. Its energy above the lowest of the compared OMol25 structures with the same formula, charge and spin is 91.51 kcal/mol. The LUMO energy (alpha / beta) comes out at -3.63 / -3.63 eV. As for the molecular weight: 721.91 g mol⁻¹. The frontier orbital gap (alpha / beta) comes out at 5.46 / 5.47 eV. The calculation puts the largest force on an atom at 1.3 eV/A.

Positions of all 65 atoms, in Å:
Ir1 0.579 -0.026 -1.378
C1 3.149 -4.256 -3.308
S1 4.097 -3.062 -2.361
C2 2.915 -1.852 -1.972
S2 1.262 -2.010 -2.405
N1 3.426 -0.835 -1.310
N2 2.507 0.094 -0.999
C3 2.882 0.999 -0.132
C4 1.972 1.967 0.367
C5 2.251 2.610 1.587
C6 1.304 3.342 2.238
C7 0.027 3.467 1.658
C8 -0.189 2.955 0.422
N3 0.772 2.251 -0.258
H1 3.875 -5.009 -3.609
H2 2.712 -3.791 -4.189
H3 2.374 -4.715 -2.699
H4 3.869 0.923 0.307
H5 3.234 2.457 2.015
H6 1.528 3.815 3.186
H7 -0.764 4.023 2.141
H8 -1.109 3.120 -0.116
C9 1.592 3.217 -3.729
C10 0.331 3.353 -4.296
C11 -0.756 2.844 -3.617
C12 -0.627 2.229 -2.374
C13 0.651 2.152 -1.748
C14 1.747 2.660 -2.481
C15 -1.781 1.417 -1.907
C16 -3.110 1.881 -1.943
C17 -4.122 1.022 -1.636
C18 -3.830 -0.322 -1.312
C19 -4.839 -1.280 -1.047
C20 -4.504 -2.573 -0.775
C21 -3.144 -2.960 -0.736
C22 -2.149 -2.057 -0.973
C23 -2.478 -0.721 -1.279
N4 -1.481 0.175 -1.571
H9 2.465 3.578 -4.257
H10 0.207 3.818 -5.264
H11 -1.735 2.854 -4.082
H12 2.729 2.642 -2.031
H13 -3.304 2.913 -2.207
H14 -5.154 1.354 -1.641
H15 -5.875 -0.967 -1.073
H16 -5.277 -3.307 -0.590
H17 -2.888 -3.989 -0.515
H18 -1.107 -2.344 -0.928
O1 -1.187 -1.834 1.707
C24 -0.054 -1.291 1.727
O2 0.465 -0.519 0.905
C25 0.801 -1.634 2.964
N5 -0.076 -2.524 3.811
C26 -0.356 -1.824 5.102
C27 0.824 -0.877 5.272
C28 1.126 -0.415 3.840
H19 1.690 -2.170 2.641
H20 0.310 -3.452 3.947
H21 -0.924 -2.543 3.121
H22 -0.472 -2.550 5.902
H23 -1.291 -1.279 4.983
H24 1.678 -1.413 5.690
H25 0.584 -0.054 5.941
H26 2.161 -0.103 3.715
H27 0.490 0.426 3.558


7.
The following is a DFT calculation (ωB97M-V with the def2-TZVPD basis set) of 2 unconnected molecules or ions with the total composition C3H5OPS in a non-equilibrium geometry.

Its energy above the lowest of the compared OMol25 structures with the same formula, charge and spin is 36.17 kcal/mol. The LUMO energy comes out at -0.34 eV. As for the molecular weight: 120.11 g mol⁻¹. The frontier orbital gap comes out at 8.15 eV. The calculation puts the largest force on an atom at 5.2 eV/A.

Positions of all 11 atoms, in Å:
C1 0.345 -0.201 1.722
C2 -0.010 -0.224 0.482
C3 -0.941 -0.930 -0.378
O1 1.189 0.776 -0.636
P1 0.332 1.644 -1.540
S1 1.536 2.901 -2.391
H1 0.975 0.437 2.178
H2 0.021 -1.035 2.421
H3 -1.154 -1.866 -0.063
H4 -1.765 -0.256 -0.388
H5 -0.527 -1.247 -1.408


8.
The following is a DFT calculation (ωB97M-V with the def2-TZVPD basis set) of a single C26H33N5O5 molecule in a non-equilibrium geometry.

Its energy above the lowest of the compared OMol25 structures with the same formula, charge and spin is 39.15 kcal/mol. The LUMO energy comes out at 0.48 eV. As for the molecular weight: 495.58 g mol⁻¹. The frontier orbital gap comes out at 8.64 eV. The calculation puts the largest force on an atom at 1.3 eV/A.

Positions of all 69 atoms, in Å:
C1 -1.122 -1.766 2.996
O1 -0.493 -0.830 2.156
C2 -0.899 0.500 2.409
C3 0.037 1.459 1.655
N1 0.253 1.011 0.299
C4 1.347 0.362 -0.140
O2 1.426 -0.137 -1.246
C5 2.576 0.306 0.793
N2 2.415 -0.545 1.931
N3 2.227 -0.066 3.167
N4 2.103 -1.011 4.003
C6 2.210 -2.198 3.343
C7 2.158 -3.522 3.779
C8 2.323 -4.500 2.829
C9 2.533 -4.195 1.475
C10 2.579 -2.899 1.017
C11 2.414 -1.903 1.972
C12 -0.836 1.284 -0.645
C13 -1.249 0.060 -1.486
O3 -1.615 0.159 -2.636
N5 -1.316 -1.078 -0.770
C14 -1.635 -2.348 -1.386
C15 -0.389 -3.243 -1.515
C16 -0.479 -4.201 -0.331
C17 -1.974 -4.497 -0.250
C18 -2.632 -3.141 -0.516
C19 -0.495 2.483 -1.498
C20 0.268 2.365 -2.644
C21 0.579 3.466 -3.425
C22 0.114 4.719 -3.053
O4 0.341 5.877 -3.734
C23 1.077 5.813 -4.932
C24 -0.648 4.857 -1.892
C25 -0.951 3.754 -1.114
O5 -1.677 3.821 0.047
C26 -2.258 5.053 0.403
H1 -0.860 -1.587 4.044
H2 -2.213 -1.724 2.887
H3 -0.762 -2.749 2.697
H4 -0.838 0.716 3.484
H5 -1.943 0.630 2.086
H6 -0.418 2.452 1.631
H7 0.979 1.513 2.197
H8 3.397 -0.077 0.177
H9 2.831 1.310 1.143
H10 2.000 -3.752 4.820
H11 2.293 -5.539 3.124
H12 2.659 -5.007 0.774
H13 2.727 -2.663 -0.025
H14 -1.717 1.539 -0.048
H15 -0.909 -1.113 0.156
H16 -2.047 -2.100 -2.367
H17 -0.433 -3.802 -2.450
H18 0.517 -2.640 -1.518
H19 -0.142 -3.705 0.581
H20 0.119 -5.100 -0.472
H21 -2.247 -5.206 -1.033
H22 -2.269 -4.919 0.710
H23 -3.599 -3.246 -1.004
H24 -2.787 -2.607 0.423
H25 0.620 1.390 -2.936
H26 1.171 3.327 -4.314
H27 1.115 6.834 -5.309
H28 0.586 5.172 -5.670
H29 2.096 5.453 -4.759
H30 -0.983 5.849 -1.638
H31 -2.836 4.856 1.305
H32 -1.496 5.808 0.620
H33 -2.924 5.422 -0.381


Q: What is the largest force on an atom in the fourth record?
A: 2.4 eV/A


Q: Look up the largest force on an atom of the seventh one.
A: 5.2 eV/A


Q: Number 2 is which compound?
A: C5H7N3O


Q: Look up the molecular weight of the fourth one.
A: 96.13 g mol⁻¹